C36H108O18S18 | wB97M-V/def2-TZVPD

```
180
C36H108O18S18 | the Open Molecules 2025 dataset | wB97M-V/def2-TZVPD
C 1.497 6.861 0.548
S 1.595 6.610 2.384
O 2.221 5.254 2.746
C 2.791 8.022 2.673
H 2.307 6.436 -0.044
H 1.356 7.939 0.470
H 0.663 6.202 0.305
H 3.421 7.894 3.553
H 2.059 8.822 2.783
H 3.429 8.179 1.804
C -2.455 -5.536 3.046
S -1.373 -4.786 1.704
O -1.786 -3.307 1.812
C 0.154 -4.818 2.762
H -2.114 -5.168 4.014
H -2.250 -6.605 2.989
H -3.529 -5.399 2.924
H 0.414 -5.836 3.051
H -0.001 -4.242 3.674
H 1.009 -4.268 2.369
C -0.945 3.219 -4.082
S 0.757 2.754 -3.516
O 0.629 1.435 -2.717
C 1.468 2.264 -5.150
H -1.487 3.493 -3.177
H -1.678 2.568 -4.559
H -0.845 4.103 -4.712
H 2.067 3.156 -5.336
H 0.748 2.184 -5.964
H 2.127 1.399 -5.226
C -4.801 5.335 -1.406
S -3.216 4.422 -1.102
O -2.184 5.545 -1.245
C -3.344 4.125 0.714
H -4.691 5.790 -2.391
H -5.001 6.051 -0.609
H -5.678 4.692 -1.328
H -3.139 5.065 1.226
H -2.403 3.643 0.978
H -4.096 3.525 1.226
C 6.072 -1.879 3.041
S 6.017 -3.387 4.127
O 6.721 -4.443 3.297
C 7.285 -3.193 5.489
H 6.862 -2.002 2.300
H 6.261 -1.006 3.665
H 5.109 -1.911 2.531
H 7.275 -4.170 5.971
H 6.990 -2.351 6.116
H 8.261 -3.060 5.023
C 0.852 -7.459 -4.375
S 1.837 -6.874 -2.891
O 2.706 -5.679 -3.388
C 0.313 -6.279 -1.909
H 0.049 -8.112 -4.033
H 1.410 -7.911 -5.195
H 0.290 -6.563 -4.638
H -0.319 -7.154 -1.759
H -0.386 -5.599 -2.396
H 0.615 -5.875 -0.943
C -2.768 -5.736 -3.963
S -2.680 -3.916 -4.360
O -1.110 -3.886 -4.261
C -3.067 -3.991 -6.193
H -3.776 -6.136 -4.069
H -2.703 -5.842 -2.880
H -1.951 -6.261 -4.457
H -2.468 -4.722 -6.736
H -3.000 -3.006 -6.653
H -4.094 -4.356 -6.186
C -5.884 -2.795 -1.340
S -6.029 -4.566 -1.729
O -5.583 -4.702 -3.191
C -4.588 -5.121 -0.713
H -4.869 -2.461 -1.558
H -5.887 -2.409 -0.320
H -6.618 -2.304 -1.979
H -3.627 -4.649 -0.918
H -4.556 -6.210 -0.679
H -4.812 -4.935 0.337
C -0.752 7.496 -3.683
S 0.751 6.708 -4.424
O 1.517 7.819 -5.093
C 1.852 6.288 -2.963
H -1.342 7.945 -4.482
H -0.538 8.225 -2.902
H -1.366 6.675 -3.314
H 2.685 5.730 -3.391
H 1.347 5.684 -2.209
H 2.156 7.072 -2.269
C -0.618 1.313 0.003
S 0.792 0.612 0.926
O 0.652 1.147 2.340
C 0.400 -1.232 0.856
H -1.340 1.040 0.773
H -0.878 0.758 -0.899
H -0.554 2.372 -0.247
H 0.551 -1.520 -0.184
H -0.623 -1.475 1.144
H 1.067 -1.846 1.462
C 3.896 -7.242 2.627
S 3.263 -6.861 0.957
O 1.789 -6.833 1.109
C 3.809 -5.134 0.658
H 3.697 -8.286 2.868
H 3.467 -6.657 3.441
H 4.985 -7.226 2.574
H 3.412 -4.574 1.505
H 3.386 -4.723 -0.259
H 4.898 -5.102 0.662
C 0.073 -2.324 -8.029
S 1.231 -1.090 -7.231
O 0.830 0.308 -7.768
C 0.533 -1.175 -5.513
H 0.419 -2.626 -9.018
H -0.923 -1.891 -8.110
H 0.111 -3.084 -7.249
H 0.975 -0.466 -4.813
H 0.653 -2.190 -5.133
H -0.503 -0.844 -5.443
C 3.340 0.278 -2.312
S 4.754 -0.964 -2.121
O 5.004 -1.214 -0.640
C 3.791 -2.512 -2.628
H 2.999 0.418 -3.338
H 3.577 1.237 -1.851
H 2.451 -0.136 -1.837
H 2.851 -2.340 -2.104
H 4.340 -3.359 -2.217
H 3.695 -2.500 -3.714
C -2.834 5.953 4.839
S -1.673 4.682 5.587
O -2.480 3.650 6.338
C -1.373 3.798 3.966
H -3.801 5.609 4.471
H -2.402 6.267 3.888
H -2.919 6.904 5.365
H -1.101 2.774 4.223
H -0.677 4.453 3.442
H -2.322 3.666 3.446
C 3.741 2.700 0.925
S 5.057 1.556 1.683
O 6.047 2.264 2.576
C 3.868 0.658 2.722
H 3.307 3.471 1.562
H 3.069 2.242 0.199
H 4.415 3.236 0.257
H 4.280 0.126 3.579
H 3.270 -0.071 2.174
H 3.230 1.431 3.151
C -3.221 -0.020 5.100
S -2.853 -1.596 4.151
O -3.420 -2.868 4.775
C -3.938 -1.126 2.733
H -2.822 0.893 4.658
H -2.622 -0.069 6.009
H -4.278 -0.096 5.355
H -4.956 -1.299 3.083
H -4.055 -1.964 2.047
H -3.815 -0.150 2.264
C 1.341 4.826 7.595
S 3.144 4.323 7.511
O 3.486 3.476 8.709
C 2.769 3.111 6.191
H 0.823 4.181 8.305
H 0.807 4.704 6.653
H 1.183 5.856 7.914
H 2.305 2.152 6.422
H 3.806 2.980 5.881
H 2.282 3.512 5.302
C -6.515 1.166 -0.812
S -4.662 0.932 -1.064
O -4.435 -0.298 -0.226
C -4.690 0.734 -2.867
H -6.663 1.721 0.115
H -6.922 0.182 -0.576
H -7.010 1.686 -1.632
H -5.391 1.423 -3.339
H -5.053 -0.251 -3.159
H -3.733 0.706 -3.388
```

As for the HOMO energy: -8.11 eV. As for the energy above the lowest of the compared OMol25 structures with the same formula, charge and spin: 585.0 kJ/mol. The calculation puts the lowest unoccupied orbital energy at -0.4622 eV.